12 unconnected molecules or ions with the total composition C60H180N24O24P12 in a non-equilibrium geometry, computed with ωB97M-V/def2-TZVPD.

Bonds (Å) are listed after each position.
CARTESIAN COORDINATES (ANGSTROEM)
1 C 2.57038 -4.14729 4.03362  N2 1.426, H12 1.091, H13 1.086, H14 1.096
2 N 2.99581 -3.44305 5.19890  C1 1.426, C3 1.437, P4 1.680
3 C 4.23663 -3.89160 5.76918  N2 1.437, H15 1.093, H16 1.094, H17 1.114
4 P 2.33306 -2.04947 5.86280  N2 1.680, O5 1.495, N6 1.669, N9 1.649
5 O 2.67839 -1.91268 7.31095  P4 1.495
6 N 2.90124 -0.70753 5.04913  P4 1.669, C7 1.540, C8 1.503
7 C 3.10066 -0.65261 3.52280  N6 1.540, H18 1.082, H19 1.089, H20 1.065
8 C 3.34610 0.51858 5.79664  N6 1.503, H21 1.102, H22 1.115, H23 1.112
9 N 0.74071 -2.16771 5.44976  P4 1.649, C10 1.454, C11 1.450
10 C -0.00816 -3.26834 6.03474  N9 1.454, H24 1.079, H25 1.107, H26 1.092
11 C 0.05500 -0.90603 5.65149  N9 1.450, H27 1.110, H28 1.123, H29 1.090
12 H 3.17324 -3.85336 3.17327  C1 1.091
13 H 1.52532 -4.01483 3.76963  C1 1.086
14 H 2.74772 -5.22169 4.15440  C1 1.096
15 H 4.08395 -4.86758 6.23783  C3 1.093
16 H 4.57921 -3.12223 6.46680  C3 1.094
17 H 5.02594 -4.09962 5.01082  C3 1.114
18 H 4.09479 -0.91462 3.18399  C7 1.082
19 H 2.35044 -1.24983 3.00752  C7 1.089
20 H 2.88819 0.34318 3.20924  C7 1.065
21 H 3.22130 0.53454 6.89138  C8 1.102
22 H 4.44057 0.68262 5.66480  C8 1.115
23 H 2.81249 1.39001 5.35908  C8 1.112
24 H -0.50674 -3.01545 6.95812  C10 1.079
25 H -0.77231 -3.65921 5.33515  C10 1.107
26 H 0.63243 -4.11043 6.30591  C10 1.092
27 H 0.36147 -0.10417 4.94844  C11 1.110
28 H 0.22726 -0.53552 6.69790  C11 1.123
29 H -0.98563 -1.11153 5.40029  C11 1.090
30 C 1.79819 3.77922 6.24557  N31 1.486, H41 1.097, H42 1.102, H43 1.081
31 N 0.83531 4.66157 5.53650  C30 1.486, C32 1.470, P33 1.681
32 C 1.38049 5.34296 4.35293  N31 1.470, H44 1.072, H45 1.101, H46 1.111
33 P -0.75291 4.11148 5.51026  N31 1.681, O34 1.460, N35 1.750, N38 1.660
34 O -1.61543 5.05551 4.80574  P33 1.460
35 N -0.69206 2.46859 4.91162  P33 1.750, C36 1.479, C37 1.450
36 C -1.99325 1.77239 4.80793  N35 1.479, H47 1.094, H48 1.135, H49 1.093
37 C 0.05083 2.19819 3.69645  N35 1.450, H50 1.094, H51 1.099, H52 1.097
38 N -1.26043 3.77507 7.05483  P33 1.660, C39 1.488, C40 1.473
39 C -2.32971 4.67558 7.56546  N38 1.488, H53 1.084, H54 1.065, H55 1.095
40 C -1.10843 2.50774 7.78937  N38 1.473, H56 1.110, H57 1.101, H58 1.066
41 H 1.21031 3.04028 6.80378  C30 1.097
42 H 2.31763 4.44177 6.95673  C30 1.102
43 H 2.50240 3.35503 5.54329  C30 1.081
44 H 2.08715 6.09798 4.63645  C32 1.072
45 H 0.57443 5.74196 3.71845  C32 1.101
46 H 1.91396 4.63079 3.68726  C32 1.111
47 H -2.78312 2.00247 5.52906  C36 1.094
48 H -2.43816 2.03018 3.79653  C36 1.135
49 H -1.80544 0.71230 4.99589  C36 1.093
50 H 1.09772 2.51613 3.68711  C37 1.094
51 H 0.16003 1.11826 3.52686  C37 1.099
52 H -0.33828 2.65631 2.77880  C37 1.097
53 H -2.46799 5.46860 6.83902  C39 1.084
54 H -3.20615 4.08119 7.67829  C39 1.065
55 H -2.03255 5.12800 8.51782  C39 1.095
56 H -2.06785 2.07279 8.13835  C40 1.110
57 H -0.58079 2.65155 8.74489  C40 1.101
58 H -0.53176 1.85605 7.17390  C40 1.066
59 C 4.09960 1.30896 -0.76178  N60 1.458, H70 1.084, H71 1.124, H72 1.098
60 N 5.13509 2.33213 -0.67664  C59 1.458, C61 1.454, P62 1.668
61 C 5.68998 2.72917 -1.96042  N60 1.454, H73 1.119, H74 1.117, H75 1.065
62 P 5.95931 2.75856 0.70980  N60 1.668, O63 1.489, N64 1.768, N67 1.685
63 O 6.75596 4.01170 0.59517  P62 1.489
64 N 4.67072 2.69089 1.91914  P62 1.768, C65 1.457, C66 1.474
65 C 3.40744 3.40573 1.79145  N64 1.457, H76 1.088, H77 1.111, H78 1.069
66 C 5.18906 2.76670 3.29709  N64 1.474, H79 1.100, H80 1.089, H81 1.086
67 N 7.06253 1.56074 1.14242  P62 1.685, C68 1.510, C69 1.440
68 C 6.64189 0.11059 1.15162  N67 1.510, H82 1.105, H83 1.076, H84 1.111
69 C 8.34019 1.99029 1.64936  N67 1.440, H85 1.094, H86 1.056, H87 1.106
70 H 4.40944 0.36603 -1.19789  C59 1.084
71 H 3.20732 1.70721 -1.31826  C59 1.124
72 H 3.68589 1.16017 0.24429  C59 1.098
73 H 6.17436 3.72677 -1.81274  C61 1.119
74 H 4.80202 2.86366 -2.62423  C61 1.117
75 H 6.30680 1.95561 -2.35331  C61 1.065
76 H 2.59201 3.00432 2.38917  C65 1.088
77 H 3.52659 4.46285 2.11291  C65 1.111
78 H 2.98152 3.38724 0.81151  C65 1.069
79 H 5.80291 3.66053 3.48320  C66 1.100
80 H 4.31235 2.81411 3.94208  C66 1.089
81 H 5.73706 1.90467 3.66455  C66 1.086
82 H 5.78709 -0.00234 1.84329  C68 1.105
83 H 6.32964 -0.21940 0.17592  C68 1.076
84 H 7.54805 -0.43319 1.49582  C68 1.111
85 H 9.15713 1.50380 1.10864  C69 1.094
86 H 8.49845 1.71069 2.65520  C69 1.056
87 H 8.43856 3.09143 1.65657  C69 1.106
88 C -4.67813 3.15886 -0.98108  N89 1.516, H99 1.114, H100 1.093, H101 1.094
89 N -4.15950 3.54924 0.38941  C88 1.516, C90 1.452, P91 1.673
90 C -2.78792 3.10856 0.57060  N89 1.452, H102 1.088, H103 1.085, H104 1.061
91 P -4.59558 5.09625 0.85352  N89 1.673, O92 1.497, N93 1.745, N96 1.692
92 O -4.11774 6.26651 0.05118  P91 1.497
93 N -6.33791 4.99279 0.85330  P91 1.745, C94 1.451, C95 1.476
94 C -7.03755 6.16717 0.36745  N93 1.451, H105 1.092, H106 1.088, H107 1.087
95 C -7.08042 3.88958 1.49451  N93 1.476, H108 1.110, H109 1.100, H110 1.091
96 N -4.05047 5.13792 2.45478  P91 1.692, C97 1.454, C98 1.481
97 C -4.61284 4.19732 3.41005  N96 1.454, H111 1.134, H112 1.087, H113 1.123
98 C -3.53511 6.39324 3.04814  N96 1.481, H114 1.123, H115 1.055, H116 1.084
99 H -4.52766 2.06013 -1.09139  C88 1.114
100 H -4.11488 3.62598 -1.79327  C88 1.093
101 H -5.75947 3.32745 -0.98541  C88 1.094
102 H -2.15391 3.57739 -0.17922  C90 1.088
103 H -2.89409 2.08099 0.23891  C90 1.085
104 H -2.56529 3.30295 1.58982  C90 1.061
105 H -7.44915 6.80303 1.15423  C94 1.092
106 H -6.39388 6.78875 -0.25168  C94 1.088
107 H -7.85103 5.82560 -0.26802  C94 1.087
108 H -6.57268 2.91268 1.35381  C95 1.110
109 H -7.16906 4.01069 2.58446  C95 1.100
110 H -8.06591 4.00750 1.04128  C95 1.091
111 H -3.90846 3.88892 4.24289  C97 1.134
112 H -5.44316 4.68836 3.91152  C97 1.087
113 H -4.98724 3.25197 2.93407  C97 1.123
114 H -4.26652 6.98346 3.66305  C98 1.123
115 H -3.10507 7.00771 2.30644  C98 1.055
116 H -2.75883 6.12053 3.75385  C98 1.084
117 C -1.81152 4.98242 -2.89367  N118 1.435, H128 1.097, H129 1.073, H130 1.124
118 N -0.40904 5.11097 -3.16986  C117 1.435, C119 1.452, P120 1.649
119 C -0.18539 5.18329 -4.60305  N118 1.452, H131 1.095, H132 1.111, H133 1.077
120 P 0.72459 4.82395 -2.00660  N118 1.649, O121 1.465, N122 1.706, N125 1.646
121 O 1.25805 3.46517 -1.88488  P120 1.465
122 N 2.03002 5.88010 -2.30960  P120 1.706, C123 1.441, C124 1.433
123 C 3.33714 5.57902 -1.78288  N122 1.441, H134 1.097, H135 1.112, H136 1.069
124 C 1.78765 7.24150 -2.68506  N122 1.433, H137 1.113, H138 1.117, H139 1.085
125 N -0.14258 5.30366 -0.69294  P120 1.646, C126 1.453, C127 1.469
126 C 0.21753 4.81969 0.62893  N125 1.453, H140 1.115, H141 1.111, H142 1.111
127 C -0.77426 6.62608 -0.59185  N125 1.469, H143 1.119, H144 1.088, H145 1.096
128 H -2.04073 4.64203 -1.87652  C117 1.097
129 H -2.21885 4.23757 -3.54937  C117 1.073
130 H -2.35094 5.94401 -3.11089  C117 1.124
131 H 0.71635 5.73804 -4.88362  C119 1.095
132 H -1.05408 5.69204 -5.07252  C119 1.111
133 H -0.09284 4.19270 -5.01566  C119 1.077
134 H 4.11384 5.91872 -2.47861  C123 1.097
135 H 3.53372 6.13135 -0.83838  C123 1.112
136 H 3.46435 4.55547 -1.50230  C123 1.069
137 H 1.94681 7.95748 -1.84739  C124 1.113
138 H 2.50599 7.54495 -3.48524  C124 1.117
139 H 0.77673 7.35564 -3.06096  C124 1.085
140 H 1.13597 5.27925 1.06333  C126 1.115
141 H -0.62750 5.03477 1.31798  C126 1.111
142 H 0.31445 3.71299 0.59885  C126 1.111
143 H -0.24244 7.18473 0.21843  C127 1.119
144 H -1.83893 6.53330 -0.38667  C127 1.088
145 H -0.72296 7.20544 -1.52049  C127 1.096
146 C 0.81905 1.59258 -5.64662  N147 1.486, H157 1.089, H158 1.076, H159 1.071
147 N 1.77417 0.66789 -4.98374  C146 1.486, C148 1.529, P149 1.652
148 C 2.66007 1.25634 -3.88562  N147 1.529, H160 1.076, H161 1.077, H162 1.116
149 P 2.03467 -0.91843 -5.36459  N147 1.652, O150 1.513, N151 1.671, N154 1.764
150 O 2.31053 -1.74514 -4.12754  P149 1.513
151 N 0.69849 -1.28700 -6.29702  P149 1.671, C152 1.496, C153 1.447
152 C -0.52016 -1.61195 -5.49223  N151 1.496, H163 1.094, H164 1.128, H165 1.125
153 C 0.78143 -2.11978 -7.47757  N151 1.447, H166 1.122, H167 1.108, H168 1.075
154 N 3.26653 -1.01183 -6.62359  P149 1.764, C155 1.492, C156 1.441
155 C 3.16368 0.07884 -7.63586  N154 1.492, H169 1.108, H170 1.082, H171 1.108
156 C 4.63905 -1.19609 -6.22360  N154 1.441, H172 1.079, H173 1.108, H174 1.064
157 H 0.96431 2.62136 -5.31899  C146 1.089
158 H -0.17908 1.29855 -5.37387  C146 1.076
159 H 0.88531 1.52478 -6.71345  C146 1.071
160 H 3.21462 0.49778 -3.36213  C148 1.076
161 H 2.09327 1.86455 -3.20133  C148 1.077
162 H 3.38902 1.85381 -4.48243  C148 1.116
163 H -0.67044 -0.91806 -4.65971  C152 1.094
164 H -1.43931 -1.54313 -6.14189  C152 1.128
165 H -0.49245 -2.66756 -5.10407  C152 1.125
166 H 0.10220 -1.66976 -8.24945  C153 1.122
167 H 1.83798 -2.16469 -7.80950  C153 1.108
168 H 0.47962 -3.15041 -7.42375  C153 1.075
169 H 3.60550 -0.22582 -8.60520  C155 1.108
170 H 2.12099 0.31238 -7.80319  C155 1.082
171 H 3.76791 0.96317 -7.35285  C155 1.108
172 H 4.69830 -1.83778 -5.35784  C156 1.079
173 H 5.03871 -0.20869 -5.91729  C156 1.108
174 H 5.30918 -1.50796 -6.98877  C156 1.064
175 C 5.02197 -4.15956 -3.43734  N176 1.482, H186 1.089, H187 1.088, H188 1.087
176 N 6.02687 -4.80726 -2.56127  C175 1.482, C177 1.447, P178 1.725
177 C 7.16660 -5.32803 -3.28578  N176 1.447, H189 1.111, H190 1.098, H191 1.127
178 P 5.62796 -5.35832 -0.97566  N176 1.725, O179 1.486, N180 1.686, N183 1.697
179 O 6.82094 -5.99154 -0.35477  P178 1.486
180 N 4.89136 -3.95040 -0.41267  P178 1.686, C181 1.502, C182 1.449
181 C 5.55177 -2.60672 -0.52918  N180 1.502, H192 1.068, H193 1.088, H194 1.094
182 C 4.38855 -4.02102 0.94420  N180 1.449, H195 1.102, H196 1.067, H197 1.114
183 N 4.29727 -6.40260 -0.84350  P178 1.697, C184 1.437, C185 1.437
184 C 4.52291 -7.74999 -0.39850  N183 1.437, H198 1.086, H199 1.116, H200 1.144
185 C 3.04275 -6.33767 -1.54203  N183 1.437, H201 1.099, H202 1.074, H203 1.107
186 H 4.82519 -4.75560 -4.32706  C175 1.089
187 H 5.51553 -3.23163 -3.72001  C175 1.088
188 H 4.13589 -3.88996 -2.86929  C175 1.087
189 H 6.89853 -6.11778 -4.01933  C177 1.111
190 H 7.98329 -5.65974 -2.63173  C177 1.098
191 H 7.57901 -4.53475 -3.97249  C177 1.127
192 H 6.44139 -2.62090 0.06206  C181 1.068
193 H 5.83164 -2.35881 -1.55062  C181 1.088
194 H 4.83075 -1.86455 -0.17293  C181 1.094
195 H 5.15476 -3.64088 1.63845  C182 1.102
196 H 3.50939 -3.42057 1.02088  C182 1.067
197 H 4.20268 -5.09365 1.18096  C182 1.114
198 H 5.51675 -7.83505 0.03172  C184 1.086
199 H 3.74272 -8.09234 0.32239  C184 1.116
200 H 4.46301 -8.47306 -1.28299  C184 1.144
201 H 3.02871 -7.16520 -2.26559  C185 1.099
202 H 2.91088 -5.38680 -2.02451  C185 1.074
203 H 2.25128 -6.42105 -0.77293  C185 1.107
204 C 0.13581 0.80723 0.11753  N205 1.484, H215 1.123, H216 1.090, H217 1.092
205 N -0.78227 0.05587 -0.77342  C204 1.484, C206 1.452, P207 1.704
206 C -1.19551 0.73069 -1.99124  N205 1.452, H218 1.095, H219 1.119, H220 1.105
207 P -1.04002 -1.62778 -0.72750  N205 1.704, O208 1.500, N209 1.650, N212 1.684
208 O -2.29278 -1.89201 -1.50829  P207 1.500
209 N 0.22191 -2.51262 -1.31592  P207 1.650, C210 1.443, C211 1.489
210 C 0.08849 -3.76465 -2.02073  N209 1.443, H221 1.101, H222 1.105, H223 1.069
211 C 1.59655 -2.10933 -0.91087  N209 1.489, H224 1.122, H225 1.102, H226 1.100
212 N -1.08135 -1.90958 0.93271  P207 1.684, C213 1.432, C214 1.472
213 C -1.81496 -1.08464 1.84499  N212 1.432, H227 1.112, H228 1.068, H229 1.085
214 C -0.56781 -3.15942 1.51600  N212 1.472, H230 1.071, H231 1.106, H232 1.104
215 H 1.20789 0.83296 -0.21546  C204 1.123
216 H 0.05216 0.37662 1.11506  C204 1.090
217 H -0.14136 1.86335 0.12655  C204 1.092
218 H -1.29159 1.79696 -1.76358  C206 1.095
219 H -2.19692 0.39933 -2.36456  C206 1.119
220 H -0.57382 0.55134 -2.88644  C206 1.105
221 H -0.97427 -4.02947 -2.12948  C210 1.101
222 H 0.60326 -3.64710 -2.99172  C210 1.105
223 H 0.58193 -4.59570 -1.56304  C210 1.069
224 H 2.37497 -2.74298 -1.41256  C211 1.122
225 H 1.85963 -1.06169 -1.12692  C211 1.102
226 H 1.79263 -2.30773 0.15353  C211 1.100
227 H -1.13933 -0.78556 2.67557  C213 1.112
228 H -2.20155 -0.20413 1.38004  C213 1.068
229 H -2.62324 -1.65688 2.28734  C213 1.085
230 H -0.22518 -3.83384 0.75719  C214 1.071
231 H -1.38883 -3.66423 2.05783  C214 1.106
232 H 0.28458 -2.94653 2.18530  C214 1.104
233 C -5.36426 -5.32549 -5.82365  O234 1.473, H241 1.085, H242 1.095, H243 1.074
234 O -4.15792 -4.98917 -6.59973  C233 1.473, P235 1.549
235 P -3.51858 -3.58841 -6.43200  O234 1.549, O236 1.454, O237 1.560, O239 1.569
236 O -2.20931 -3.57343 -7.06506  P235 1.454
237 O -4.57830 -2.66752 -7.11188  P235 1.560, C238 1.459
238 C -4.29630 -1.83024 -8.27356  O237 1.459, H244 1.093, H245 1.077, H246 1.088
239 O -3.58540 -3.31609 -4.88797  P235 1.569, C240 1.421
240 C -3.56696 -1.99994 -4.35211  O239 1.421, H247 1.104, H248 1.076, H249 1.081
241 H -6.08710 -4.52709 -5.95608  C233 1.085
242 H -5.21411 -5.49503 -4.75249  C233 1.095
243 H -5.83169 -6.20990 -6.21362  C233 1.074
244 H -3.22124 -1.64405 -8.21154  C238 1.093
245 H -4.80810 -0.90459 -8.06935  C238 1.077
246 H -4.53936 -2.26478 -9.24137  C238 1.088
247 H -3.08997 -2.07593 -3.35931  C240 1.104
248 H -4.60297 -1.80353 -4.13906  C240 1.076
249 H -3.21762 -1.24187 -5.03867  C240 1.081
250 C 1.75297 -4.90284 -5.82320  O251 1.434, H258 1.080, H259 1.129, H260 1.084
251 O 1.69056 -5.91960 -4.81400  C250 1.434, P252 1.575
252 P 0.40694 -6.79068 -4.53950  O251 1.575, O253 1.452, O254 1.563, O256 1.538
253 O 0.60697 -7.81592 -3.53076  P252 1.452
254 O -0.72127 -5.74738 -4.25111  P252 1.563, C255 1.429
255 C -2.08442 -6.17564 -4.23355  O254 1.429, H261 1.106, H262 1.106, H263 1.083
256 O -0.00058 -7.43407 -5.87599  P252 1.538, C257 1.428
257 C 0.40965 -8.76698 -6.18471  O256 1.428, H264 1.062, H265 1.088, H266 1.102
258 H 2.18903 -5.35640 -6.70140  C250 1.080
259 H 2.52671 -4.20284 -5.39196  C250 1.129
260 H 0.80924 -4.41116 -6.02851  C250 1.084
261 H -2.16907 -6.92577 -3.42549  C255 1.106
262 H -2.36900 -6.52891 -5.24257  C255 1.106
263 H -2.62161 -5.25953 -4.02137  C255 1.083
264 H 1.46823 -8.84834 -6.19524  C257 1.062
265 H 0.09741 -8.90630 -7.21728  C257 1.088
266 H -0.11545 -9.49729 -5.54812  C257 1.102
267 C -3.30763 -1.44906 7.38752  O268 1.480, H275 1.083, H276 1.106, H277 1.081
268 O -3.67372 -0.58040 6.24719  C267 1.480, P269 1.586
269 P -5.20460 -0.22596 6.02999  O268 1.586, O270 1.438, O271 1.574, O273 1.525
270 O -5.87085 0.32939 7.17710  P269 1.438
271 O -5.83175 -1.62704 5.68269  P269 1.574, C272 1.438
272 C -7.24570 -1.88612 5.73014  O271 1.438, H278 1.105, H279 1.121, H280 1.105
273 O -5.35382 0.62904 4.77558  P269 1.525, C274 1.461
274 C -5.08470 0.16211 3.41795  O273 1.461, H281 1.117, H282 1.071, H283 1.083
275 H -3.76244 -1.11788 8.31350  C267 1.083
276 H -2.20841 -1.34709 7.45164  C267 1.106
277 H -3.50604 -2.46216 7.06786  C267 1.081
278 H -7.31615 -2.83139 6.29831  C272 1.105
279 H -7.59472 -2.08186 4.68301  C272 1.121
280 H -7.82657 -1.11760 6.27238  C272 1.105
281 H -5.43776 1.00039 2.76969  C274 1.117
282 H -5.51183 -0.78170 3.14642  C274 1.071
283 H -4.01217 0.05135 3.31403  C274 1.083
284 C -4.87338 -1.62171 -0.17816  O285 1.422, H292 1.065, H293 1.105, H294 1.127
285 O -5.91571 -1.46733 0.77733  C284 1.422, P286 1.614
286 P -6.99363 -0.33824 0.36626  O285 1.614, O287 1.479, O288 1.576, O290 1.528
287 O -6.31107 0.97372 0.33526  P286 1.479
288 O -7.55202 -0.81347 -1.02918  P286 1.576, C289 1.444
289 C -7.58837 0.12522 -2.12592  O288 1.444, H295 1.059, H296 1.110, H297 1.074
290 O -8.09988 -0.47929 1.41023  P286 1.528, C291 1.468
291 C -8.47973 -1.82669 1.85193  O290 1.468, H298 1.088, H299 1.072, H300 1.085
292 H -4.02527 -1.96798 0.36442  C284 1.065
293 H -4.68925 -0.67989 -0.72627  C284 1.105
294 H -5.17599 -2.43579 -0.89591  C284 1.127
295 H -8.47591 -0.16026 -2.62921  C289 1.059
296 H -6.69277 -0.12720 -2.73157  C289 1.110
297 H -7.64606 1.11884 -1.72291  C289 1.074
298 H -9.05728 -2.25075 1.03340  C291 1.088
299 H -9.25702 -1.55419 2.53793  C291 1.072
300 H -7.60171 -2.38327 2.16164  C291 1.085

Calculated values
LUMO level = 0.2 eV
frontier orbital gap = 8.0 eV
HOMO level = -7.85 eV

Mulliken atomic charge list, values in e, 99 entries: number 1, C, carries -0.7859; number 2, N, carries 0.5488; number 3, C, carries -1.0666; number 4, P, carries 0.0753; number 5, O, carries -0.8978; number 6, N, carries 0.3989; number 7, C, carries 0.0948; number 8, C, carries -0.8975; number 9, N, carries 1.1954; number 10, C, carries -1.3279; number 11, C, carries -1.5218; number 12, H, carries 0.0520; number 13, H, carries 0.1311; number 14, H, carries 0.5299; number 15, H, carries 0.3521; number 16, H, carries 0.3015; number 17, H, carries 0.2668; number 18, H, carries 0.3806; number 19, H, carries -0.3834; number 20, H, carries -0.2025; number 21, H, carries 0.3558; number 22, H, carries 0.4220; number 23, H, carries -0.1353; number 24, H, carries 0.3031; number 25, H, carries 0.3289; number 26, H, carries 0.4759; number 27, H, carries -0.1481; number 28, H, carries 0.4025; number 29, H, carries 0.4023; number 30, C, carries -0.2603; number 31, N, carries 0.0861; number 32, C, carries -0.6142; number 33, P, carries 0.0580; number 34, O, carries -0.6925; number 35, N, carries 2.0617; number 36, C, carries 0.5255; number 37, C, carries 0.6048; number 38, N, carries 0.1496; number 39, C, carries -1.1423; number 40, C, carries -0.4155; number 41, H, carries 0.1080; number 42, H, carries 0.4040; number 43, H, carries -0.2675; number 44, H, carries 0.4213; number 45, H, carries 0.1992; number 46, H, carries 0.1850; number 47, H, carries 0.5311; number 48, H, carries -0.7523; number 49, H, carries -0.9568; number 50, H, carries -0.5346; number 51, H, carries -0.5521; number 52, H, carries -0.3757; number 53, H, carries 0.2762; number 54, H, carries 0.3684; number 55, H, carries 0.3279; number 56, H, carries 0.3608; number 57, H, carries 0.2935; number 58, H, carries -0.1658; number 59, C, carries 0.1807; number 60, N, carries 0.8907; number 61, C, carries -1.0808; number 62, P, carries 0.3510; number 63, O, carries -0.9518; number 64, N, carries 0.9172; number 65, C, carries -0.4075; number 66, C, carries -0.7853; number 67, N, carries 0.1815; number 68, C, carries -0.7239; number 69, C, carries -1.1456; number 70, H, carries 0.6714; number 71, H, carries -1.0550; number 72, H, carries -0.2909; number 73, H, carries 0.3318; number 74, H, carries 0.1437; number 75, H, carries 0.2761; number 76, H, carries -0.1466; number 77, H, carries 0.6289; number 78, H, carries -0.3215; number 79, H, carries 0.3352; number 80, H, carries -0.1315; number 81, H, carries 0.2897; number 82, H, carries 0.1475; number 83, H, carries 0.1207; number 84, H, carries 0.5459; number 85, H, carries 0.3482; number 86, H, carries 0.4037; number 87, H, carries 0.3248; number 88, C, carries -0.7537; number 89, N, carries 1.1310; number 90, C, carries 0.7539; number 91, P, carries 0.2774; number 92, O, carries -0.9960; number 93, N, carries 0.3795; number 94, C, carries -1.1464; number 95, C, carries -0.8311; number 96, N, carries 0.8883; number 97, C, carries 0.3448; number 98, C, carries -0.8268; number 99, H, carries 0.0062